{"formula": "C35H112O35S7", "method": "ωB97M-V with the def2-TZVPD basis set", "gap_ev": 9.443, "homo_energy_ha": -0.3479, "e_tot_ev": -185604.2109, "symbols": ["O", "S", "O", "O", "C", "C", "C", "H", "H", "H", "H", "H", "H", "H", "H", "O", "S", "O", "O", "C", "C", "C", "H", "H", "H", "H", "H", "H", "H", "H", "O", "S", "O", "O", "C", "C", "C", "H", "H", "H", "H", "H", "H", "H", "H", "O", "S", "O", "O", "C", "C", "C", "H", "H", "H", "H", "H", "H", "H", "H", "O", "S", "O", "O", "C", "C", "C", "H", "H", "H", "H", "H", "H", "H", "H", "O", "S", "O", "O", "C", "C", "C", "H", "H", "H", "H", "H", "H", "H", "H", "O", "S", "O", "O", "C", "C", "C", "H", "H", "H", "H", "H", "H", "H", "H", "C", "O", "H", "H", "H", "H", "C", "O", "H", "H", "H", "H", "C", "O", "H", "H", "H", "H", "C", "O", "H", "H", "H", "H", "C", "O", "H", "H", "H", "H", "C", "O", "H", "H", "H", "H", "C", "O", "H", "H", "H", "H", "C", "O", "H", "H", "H", "H", "C", "O", "H", "H", "H", "H", "C", "O", "H", "H", "H", "H", "C", "O", "H", "H", "H", "H", "C", "O", "H", "H", "H", "H", "C", "O", "H", "H", "H", "H", "C", "O", "H", "H", "H", "H"], "positions_angstrom": [[-35.248, -8.035, 18.856], [-35.256, -6.627, 18.437], [-35.906, -5.675, 19.382], [-33.775, -6.147, 18.190], [-33.545, -4.713, 18.008], [-32.302, -4.867, 17.152], [-35.832, -6.523, 16.762], [-33.321, -4.228, 18.958], [-34.210, -4.124, 17.376], [-32.005, -3.819, 17.123], [-32.552, -5.242, 16.160], [-31.640, -5.564, 17.667], [-36.180, -5.497, 16.646], [-36.667, -7.223, 16.759], [-35.077, -6.843, 16.044], [-20.993, 7.322, 10.793], [-21.229, 7.857, 12.101], [-22.223, 8.846, 12.396], [-21.135, 6.694, 13.226], [-22.089, 6.735, 14.324], [-23.244, 5.893, 13.953], [-19.543, 8.548, 12.461], [-22.390, 7.758, 14.549], [-21.609, 6.408, 15.246], [-23.872, 6.244, 13.135], [-23.930, 5.878, 14.800], [-23.005, 4.833, 13.870], [-18.805, 8.239, 11.721], [-19.172, 8.049, 13.356], [-19.700, 9.597, 12.712], [-17.845, -0.326, 16.514], [-17.761, 1.147, 16.446], [-17.483, 1.867, 15.240], [-19.171, 1.821, 17.108], [-20.001, 1.085, 18.071], [-21.371, 0.609, 17.517], [-16.608, 1.674, 17.820], [-20.224, 1.679, 18.957], [-19.479, 0.213, 18.466], [-21.180, -0.287, 16.927], [-21.991, 1.250, 16.889], [-21.930, 0.094, 18.298], [-16.514, 2.754, 17.705], [-15.575, 1.443, 17.560], [-16.907, 1.232, 18.770], [-22.510, 1.943, 21.415], [-22.816, 3.229, 21.893], [-21.724, 4.008, 22.507], [-23.442, 4.170, 20.674], [-23.858, 3.610, 19.420], [-25.336, 3.186, 19.415], [-24.328, 3.250, 22.994], [-23.137, 2.835, 19.157], [-23.811, 4.305, 18.582], [-25.982, 3.866, 18.858], [-25.762, 2.947, 20.389], [-25.387, 2.224, 18.905], [-24.368, 4.284, 23.337], [-24.344, 2.684, 23.925], [-25.196, 3.021, 22.374], [-25.965, 1.952, 14.491], [-25.019, 1.654, 15.514], [-24.340, 2.720, 16.168], [-25.649, 0.694, 16.693], [-26.598, -0.254, 16.275], [-27.069, -0.864, 17.656], [-23.894, 0.456, 14.809], [-26.260, -1.082, 15.652], [-27.409, 0.281, 15.781], [-27.737, -0.257, 18.267], [-26.253, -1.106, 18.336], [-27.705, -1.748, 17.602], [-22.898, 0.900, 14.797], [-24.313, 0.443, 13.803], [-24.010, -0.506, 15.308], [-32.383, -0.566, 17.447], [-31.752, -0.890, 18.726], [-31.568, -2.164, 19.352], [-30.288, -0.072, 18.773], [-29.979, 1.018, 17.923], [-29.432, 2.268, 18.642], [-32.481, 0.225, 20.016], [-30.904, 1.275, 17.407], [-29.303, 0.882, 17.078], [-28.347, 2.216, 18.729], [-29.833, 2.450, 19.639], [-29.788, 3.168, 18.139], [-32.666, 1.135, 19.445], [-31.702, 0.325, 20.772], [-33.267, -0.305, 20.556], [-21.973, -3.045, 17.723], [-21.472, -4.422, 17.371], [-21.579, -5.527, 18.326], [-22.259, -4.815, 15.950], [-23.588, -4.312, 15.694], [-23.657, -3.372, 14.534], [-19.766, -4.203, 16.677], [-24.068, -3.934, 16.597], [-24.278, -5.110, 15.419], [-23.160, -3.683, 13.615], [-23.061, -2.555, 14.941], [-24.715, -3.131, 14.428], [-19.773, -3.600, 15.769], [-19.471, -5.161, 16.248], [-19.098, -3.748, 17.408], [-29.502, -1.371, 13.796], [-28.165, -1.287, 13.431], [-29.815, -0.361, 14.061], [-30.151, -1.673, 12.974], [-29.654, -2.074, 14.614], [-28.105, -0.747, 12.640], [-19.540, -1.375, 14.259], [-19.516, -2.370, 13.272], [-19.042, -1.763, 15.148], [-19.023, -0.446, 14.017], [-20.505, -1.054, 14.652], [-18.722, -2.905, 13.352], [-23.632, -1.390, 21.058], [-24.681, -1.025, 21.942], [-22.745, -0.781, 21.229], [-23.370, -2.440, 21.193], [-23.919, -1.183, 20.027], [-24.378, -0.967, 22.851], [-27.062, 6.704, 11.727], [-25.944, 7.548, 11.849], [-27.299, 7.012, 10.708], [-26.881, 5.653, 11.949], [-27.831, 7.065, 12.409], [-26.084, 8.289, 11.255], [-27.868, -6.818, 19.297], [-28.878, -7.421, 18.417], [-28.174, -5.812, 19.583], [-27.761, -7.593, 20.056], [-26.856, -6.837, 18.891], [-28.810, -6.965, 17.575], [-21.821, -2.018, 9.741], [-21.210, -0.752, 10.013], [-21.184, -2.884, 9.560], [-22.491, -2.313, 10.548], [-22.418, -1.765, 8.865], [-21.288, -0.105, 9.308], [-21.411, 2.066, 12.150], [-20.905, 0.869, 12.879], [-20.556, 2.545, 11.673], [-22.067, 1.806, 11.319], [-21.896, 2.703, 12.890], [-20.810, 0.159, 12.240], [-27.532, -4.773, 12.761], [-27.121, -5.533, 13.972], [-27.086, -5.110, 11.825], [-28.602, -4.915, 12.613], [-27.310, -3.714, 12.888], [-26.576, -6.276, 13.703], [-28.985, -4.565, 17.054], [-28.591, -5.712, 16.374], [-28.190, -3.824, 17.141], [-29.724, -4.069, 16.425], [-29.400, -4.576, 18.062], [-28.299, -5.488, 15.487], [-29.554, -1.695, 23.705], [-30.197, -0.903, 22.691], [-29.021, -1.087, 24.435], [-30.326, -2.325, 24.146], [-28.836, -2.426, 23.331], [-29.509, -0.499, 22.157], [-27.828, 1.109, 21.691], [-27.531, -0.254, 21.789], [-27.758, 1.447, 20.657], [-28.832, 1.326, 22.053], [-26.977, 1.685, 22.057], [-26.586, -0.392, 21.694], [-28.144, 4.093, 14.653], [-29.225, 5.017, 14.755], [-28.412, 3.149, 14.177], [-27.292, 4.337, 14.018], [-27.737, 3.949, 15.654], [-29.701, 5.155, 13.933], [-26.229, 1.574, 10.959], [-25.669, 1.271, 9.685], [-26.324, 0.742, 11.656], [-25.533, 2.303, 11.374], [-27.185, 2.088, 10.857], [-24.721, 1.381, 9.788], [-27.143, -3.956, 21.481], [-27.154, -4.698, 22.708], [-27.032, -2.909, 21.760], [-26.379, -4.192, 20.740], [-28.101, -3.957, 20.961], [-26.260, -4.901, 22.994]], "forces_ev_per_angstrom": [[0.3, 2.4, -1.2], [-0.9, -0.7, 3.4], [1.1, -1.7, -2.7], [-1.3, 0.1, 0.8], [1.8, -1.1, -1.0], [-0.3, 1.3, 0.7], [-1.0, 0.0, 0.6], [-0.3, -0.2, 0.0], [-1.0, -0.5, 0.5], [1.1, -0.2, -0.5], [0.0, 0.1, 0.1], [0.4, 0.4, -0.2], [0.0, -0.1, -0.4], [-0.1, 0.2, -0.3], [0.0, 0.2, 0.3], [-1.5, -0.6, 0.2], [4.3, 0.9, 0.3], [-0.3, -0.8, 0.0], [-0.8, 0.6, -0.4], [0.0, 0.5, -0.1], [-1.6, -0.9, 1.0], [-0.9, -0.5, 1.1], [0.0, 0.1, -0.4], [0.4, -0.4, -0.4], [0.5, 0.1, -0.3], [-0.2, 0.2, 0.3], [0.3, 0.1, -0.5], [-0.5, 0.7, -0.5], [-0.3, 0.1, 0.2], [0.5, 0.1, -0.5], [0.0, 2.7, -0.3], [-0.7, -1.1, 3.0], [-0.4, -0.5, 0.7], [0.9, -1.0, -0.6], [-0.9, -0.3, -0.1], [1.1, -1.5, -0.6], [0.2, 0.3, -1.9], [0.5, 0.8, -0.3], [0.2, -0.1, -0.4], [0.2, 0.1, -0.6], [0.3, 0.5, 0.5], [-0.2, 0.7, 0.5], [-0.9, 0.2, 0.7], [-0.1, -1.0, -0.1], [-0.1, 0.4, -0.2], [0.0, -1.8, -0.8], [0.3, 3.7, 1.3], [-2.6, -1.3, -1.1], [0.8, 0.0, 1.3], [-0.6, -0.7, -0.3], [0.3, -1.2, -0.1], [0.7, 0.8, -0.4], [-0.4, -0.4, 0.1], [0.7, 0.7, 0.6], [0.1, 0.2, 0.3], [0.1, 0.4, 0.1], [-0.1, 0.0, -0.3], [-0.1, 0.1, -0.4], [0.7, -0.6, -0.4], [0.3, 0.0, 0.1], [-0.9, 0.2, 0.0], [0.8, -1.8, 0.7], [0.0, 0.1, 0.5], [1.2, 1.9, -1.0], [-2.1, -1.1, 2.4], [-0.6, 0.0, -0.1], [-0.6, 0.9, -0.5], [0.6, 0.3, -0.2], [-0.1, -0.3, -0.2], [0.3, 0.8, -0.3], [0.4, 0.0, -0.4], [0.3, -0.3, -0.7], [0.1, -0.4, 0.1], [0.5, -0.5, -0.2], [0.3, 0.3, 0.0], [0.9, -1.5, 1.4], [-0.1, 3.9, 1.4], [0.2, 0.1, -1.4], [0.3, -1.8, -0.1], [-1.3, 1.9, -0.7], [-0.5, -0.3, 0.5], [0.9, -1.4, -0.6], [-0.2, 0.2, 0.1], [0.3, -1.2, 0.3], [0.0, 0.3, -0.2], [-0.1, -0.6, 0.2], [0.5, -0.1, -0.6], [-0.5, 0.0, 0.6], [0.2, 0.2, -0.3], [-0.5, 0.4, -0.6], [1.2, -3.4, -0.4], [-1.5, 2.4, -0.3], [0.4, 2.0, -1.8], [0.9, 0.0, 1.2], [-1.2, -1.4, 0.0], [1.1, 1.0, 1.2], [-1.0, -0.7, -0.6], [0.5, 0.5, 0.0], [0.6, -1.0, 0.3], [-0.3, -0.4, 0.1], [-0.3, 0.9, -0.7], [0.1, 0.3, -0.4], [-0.7, 0.5, 0.4], [0.3, -0.3, 0.8], [-0.2, -0.4, 0.2], [-1.2, 0.7, -0.1], [1.4, -0.6, -0.3], [-0.5, -0.1, 0.5], [0.0, -0.3, -0.2], [0.3, 0.2, 0.1], [0.1, 0.0, 0.0], [1.1, 0.2, 1.8], [-0.9, -0.2, -0.8], [0.2, 0.2, 0.1], [0.1, -0.1, -0.5], [-0.6, -0.5, -0.8], [0.0, 0.3, 0.1], [0.6, 0.1, 0.2], [-0.7, 0.3, -0.2], [0.1, 0.0, 0.1], [0.0, -0.1, -0.2], [-0.4, -0.2, 0.1], [0.2, -0.1, -0.1], [-0.6, 1.6, -0.6], [1.7, 0.1, 1.1], [-1.4, -1.7, -0.3], [0.4, 0.1, -0.5], [-0.4, -0.2, 0.0], [0.2, 0.0, 0.2], [-0.8, -1.8, -0.9], [1.1, 0.5, 1.0], [0.2, -0.3, 0.5], [-0.4, 0.7, 0.8], [0.0, 0.5, -0.7], [0.0, 0.0, -0.4], [-1.0, 1.2, -0.9], [0.9, -0.3, 1.4], [0.6, 0.5, -0.1], [0.0, 0.3, 0.2], [-0.3, -1.1, -0.2], [-0.2, -0.6, -0.2], [1.2, -1.6, 0.5], [-1.1, 1.6, -0.6], [0.0, 0.4, 0.3], [-0.4, -0.2, 0.3], [0.1, 0.0, -0.2], [0.0, -0.2, -0.4], [-0.1, -0.6, 0.7], [-0.3, 1.1, -1.5], [0.4, -0.3, 0.3], [-0.1, 0.1, 0.2], [0.0, -0.1, 0.2], [-0.1, -0.1, 0.0], [-0.3, 2.4, -0.9], [0.0, -1.0, 0.9], [0.6, -0.1, -0.1], [-0.4, 0.3, 0.2], [0.0, -1.3, -0.1], [0.3, 0.0, -0.3], [-0.3, -0.3, -0.5], [0.1, -0.3, 0.5], [-0.3, 0.1, 0.2], [-0.1, 0.4, 0.3], [0.2, 0.2, -0.5], [0.2, -0.4, 0.0], [1.3, 0.5, -1.4], [-0.6, -0.6, 0.2], [-0.6, -0.2, -0.5], [0.4, 0.2, 0.5], [-0.5, 0.4, 1.2], [0.4, -0.2, 0.0], [0.0, -0.3, -0.5], [0.5, 0.0, 0.3], [-0.6, -0.4, 0.5], [0.0, 1.1, 0.0], [-0.3, -0.2, -0.1], [0.3, -0.3, -0.2], [0.8, 1.1, 0.0], [-0.4, -0.5, 0.0], [0.1, -0.3, -0.2], [-0.3, 0.1, 0.7], [-0.1, -0.2, -0.2], [0.0, -0.1, -0.2], [0.0, 1.2, 0.6], [-0.4, -0.4, -0.8], [0.3, 0.2, -0.2], [0.2, -0.5, 0.3], [-0.2, -0.7, 0.4], [0.1, 0.1, -0.2]], "lowdin_charge": [-0.30, 0.63, -0.31, -0.29, -0.23, -0.08, -0.12, 0.12, 0.12, 0.06, 0.09, 0.09, 0.07, 0.07, 0.08, -0.29, 0.62, -0.28, -0.27, -0.26, -0.07, -0.10, 0.11, 0.13, 0.08, 0.08, 0.07, 0.06, 0.05, 0.06, -0.33, 0.69, -0.27, -0.27, -0.23, -0.05, -0.10, 0.11, 0.11, 0.05, 0.06, 0.07, 0.06, 0.06, 0.07, -0.28, 0.65, -0.30, -0.26, -0.24, -0.05, -0.08, 0.10, 0.12, 0.08, 0.04, 0.06, 0.06, 0.07, 0.02, -0.28, 0.60, -0.27, -0.28, -0.25, -0.02, -0.08, 0.11, 0.10, 0.05, 0.07, 0.06, 0.06, 0.06, 0.06, -0.31, 0.67, -0.27, -0.28, -0.28, -0.05, -0.08, 0.10, 0.10, 0.05, 0.07, 0.08, 0.07, 0.05, 0.07, -0.36, 0.73, -0.29, -0.26, -0.29, -0.06, -0.08, 0.12, 0.11, 0.09, 0.06, 0.08, 0.03, 0.07, 0.08, -0.16, -0.13, 0.08, 0.08, 0.08, 0.07, -0.20, -0.10, 0.04, 0.07, 0.07, 0.08, -0.13, -0.13, 0.07, 0.08, 0.08, 0.09, -0.15, -0.13, 0.08, 0.07, 0.07, 0.08, -0.13, -0.14, 0.04, 0.08, 0.07, 0.00, -0.13, -0.13, 0.08, 0.07, 0.08, 0.07, -0.08, -0.15, 0.08, 0.06, 0.06, 0.04, -0.08, -0.14, 0.08, 0.08, 0.06, 0.08, -0.16, -0.11, 0.06, 0.07, 0.09, 0.05, -0.13, -0.14, 0.08, 0.08, 0.06, 0.01, -0.13, -0.12, 0.05, 0.09, 0.06, 0.04, -0.17, -0.11, 0.07, 0.05, 0.08, 0.07, -0.16, -0.12, 0.06, 0.08, 0.08, 0.06, -0.16, -0.11, 0.05, 0.08, 0.07, 0.07]}

{"formula": "C35H20AsCl2F5IN2Tc", "method": "ωB97M-V with the def2-TZVPD basis set", "spin_multiplicity": 2, "gap_ev": [7.334, 7.546], "homo_energy_ha": [-0.4200, -0.4198], "charge": 1, "e_tot_ev": -149362.7721, "symbols": ["Tc", "F", "C", "C", "C", "F", "C", "F", "C", "F", "C", "F", "Cl", "C", "C", "C", "C", "C", "Cl", "C", "N", "H", "H", "H", "I", "C", "C", "C", "C", "N", "C", "H", "H", "H", "H", "C", "C", "C", "C", "C", "C", "As", "C", "C", "C", "C", "C", "C", "C", "C", "C", "C", "C", "C", "H", "H", "H", "H", "H", "H", "H", "H", "H", "H", "H", "H", "H"], "positions_angstrom": [[-0.203, 0.289, -0.025], [1.624, 0.273, -2.616], [2.444, 0.267, -1.540], [1.876, 0.321, -0.282], [2.750, 0.247, 0.784], [2.244, 0.239, 2.036], [4.123, 0.159, 0.632], [4.932, 0.094, 1.685], [4.654, 0.130, -0.653], [5.965, 0.050, -0.824], [3.810, 0.177, -1.756], [4.317, 0.130, -2.984], [-1.168, 1.462, 3.089], [-1.660, 2.861, 2.197], [-2.327, 3.896, 2.824], [-2.732, 4.989, 2.072], [-2.481, 5.055, 0.707], [-1.807, 4.019, 0.086], [-1.498, 4.070, -1.604], [-1.380, 2.909, 0.830], [-0.713, 1.873, 0.240], [-2.526, 3.841, 3.884], [-3.254, 5.801, 2.557], [-2.803, 5.903, 0.121], [0.785, -5.147, -2.106], [0.446, -3.966, -0.435], [0.348, -4.517, 0.838], [0.154, -3.678, 1.923], [0.049, -2.318, 1.709], [0.130, -1.793, 0.483], [0.333, -2.594, -0.571], [0.434, -5.586, 0.978], [0.081, -4.071, 2.926], [-0.090, -1.619, 2.524], [0.423, -2.119, -1.544], [-6.629, 1.995, -0.009], [-5.838, 1.913, 1.129], [-4.666, 1.175, 1.105], [-4.293, 0.511, -0.060], [-5.078, 0.596, -1.202], [-6.248, 1.340, -1.170], [-2.682, -0.548, -0.035], [-2.757, -1.680, -1.592], [-2.490, -1.324, -2.904], [-2.525, -2.301, -3.890], [-2.804, -3.619, -3.551], [-3.040, -3.980, -2.232], [-3.014, -3.010, -1.237], [-3.211, -3.242, 0.208], [-3.488, -4.467, 0.805], [-3.664, -4.541, 2.179], [-3.568, -3.403, 2.971], [-3.282, -2.175, 2.390], [-3.103, -2.104, 1.019], [-7.545, 2.569, 0.010], [-6.134, 2.424, 2.035], [-4.049, 1.118, 1.996], [-4.790, 0.082, -2.111], [-6.863, 1.405, -2.057], [-2.264, -0.295, -3.165], [-2.332, -2.037, -4.920], [-2.829, -4.376, -4.323], [-3.235, -5.016, -1.988], [-3.573, -5.364, 0.205], [-3.890, -5.494, 2.637], [-3.720, -3.474, 4.039], [-3.195, -1.290, 3.009]], "forces_ev_per_angstrom": [[-0.5, 0.7, 0.0], [0.0, 0.0, 0.0], [0.1, 0.1, 0.0], [0.0, -0.3, -0.1], [0.1, 0.0, 0.0], [0.1, 0.0, 0.0], [-0.1, 0.0, -0.1], [0.0, 0.0, 0.0], [-0.2, 0.0, 0.0], [0.1, 0.0, 0.0], [-0.1, 0.0, 0.2], [0.0, 0.0, 0.0], [0.0, 0.0, 0.1], [-0.1, 0.1, 0.1], [0.0, -0.1, 0.0], [0.0, 0.0, -0.1], [0.0, -0.1, 0.1], [0.0, 0.0, 0.1], [0.0, 0.0, 0.0], [-0.1, 0.2, 0.1], [0.2, -0.4, -0.3], [0.0, 0.0, 0.0], [0.0, 0.0, 0.0], [0.0, 0.0, 0.0], [0.0, 0.0, 0.0], [0.0, 0.0, 0.1], [0.0, 0.0, -0.1], [0.0, 0.1, 0.0], [0.0, 0.0, 0.1], [0.0, -0.1, 0.1], [0.1, -0.2, -0.1], [0.0, 0.0, 0.0], [0.0, 0.0, 0.0], [0.0, 0.0, 0.0], [0.0, 0.0, 0.0], [0.0, 0.0, 0.0], [0.0, 0.0, 0.0], [0.1, 0.0, 0.0], [0.1, 0.1, 0.1], [0.0, 0.0, 0.0], [0.0, 0.0, 0.0], [0.3, -0.3, -0.4], [0.0, 0.0, 0.0], [0.0, 0.1, 0.0], [0.0, 0.0, 0.0], [0.0, 0.0, 0.0], [0.0, 0.0, 0.0], [0.0, 0.0, -0.1], [0.0, 0.0, 0.1], [0.0, 0.0, 0.0], [0.0, 0.0, 0.0], [0.0, 0.0, 0.0], [0.1, 0.0, 0.0], [-0.1, 0.0, 0.0], [0.0, 0.0, 0.0], [0.0, 0.0, 0.0], [0.0, 0.0, 0.0], [0.0, 0.0, 0.0], [0.0, 0.0, 0.0], [0.0, 0.0, 0.0], [0.0, 0.0, 0.0], [0.0, 0.0, 0.0], [0.0, 0.0, 0.0], [0.0, 0.0, 0.0], [0.0, 0.0, 0.0], [0.0, 0.0, 0.0], [0.0, 0.0, 0.0]], "lowdin_spin": [1.03, 0.02, 0.01, 0.00, 0.00, 0.01, 0.00, 0.00, 0.00, 0.00, 0.00, 0.00, 0.02, -0.01, 0.00, -0.01, 0.00, -0.01, 0.00, 0.00, -0.09, 0.00, 0.00, 0.00, 0.00, 0.00, 0.00, 0.00, 0.01, 0.01, 0.01, 0.00, 0.00, 0.00, 0.00, 0.00, 0.00, 0.00, 0.00, 0.00, 0.00, 0.00, 0.00, 0.00, 0.00, 0.00, 0.00, 0.00, 0.00, 0.00, 0.00, 0.00, 0.00, 0.00, 0.00, 0.00, 0.00, 0.00, 0.00, 0.00, 0.00, 0.00, 0.00, 0.00, 0.00, 0.00, 0.00]}